This record from OMol25 describes a 2-piece molecular cluster, C2H5NO overall in a non-equilibrium geometry. The level of theory is ωB97M-V with the def2-TZVPD basis set.

Geometry as XYZ:
```
9
Properties=species:S:1:pos:R:3:forces:R:3:lowdin_charge:R:1
C 0.41703 0.45284 -1.28992 0.19 -0.61 -0.30 -0.124
N 0.96583 -0.59523 -0.80738 0.58 0.91 -1.32 0.011
H 0.83524 1.00619 -2.13622 0.05 0.01 0.12 0.065
H -0.54355 0.80944 -0.94923 -0.15 0.03 0.44 0.045
H 1.82962 -0.71690 -1.38483 -0.57 -0.30 0.86 0.055
C -0.88614 -0.24881 1.57398 0.54 0.38 1.73 -0.164
O -1.29000 0.88373 1.67848 0.02 -0.30 -0.62 -0.021
H 0.18019 -0.49337 1.43787 -0.20 0.17 -0.47 0.057
H -1.50822 -1.09789 1.87722 -0.46 -0.28 -0.43 0.076
```
Positions in Å, forces in eV/Å.

* energy relative to the best compared isomer or geometry (same formula, charge and spin): 2.514 eV
* LUMO level: 1.0 eV
* SMILES string: C=N.C=O
* highest occupied orbital energy: -9.8 eV
* calculated total energy: -209.1300 hartree
* multiplicity: 1